1.
This record from the Open Molecules 2025 dataset describes 9 unconnected molecules or ions with the total composition C48H116N8O9 at a distorted geometry. The level of theory is the ωB97M-V functional and the def2-TZVPD basis.

Last column: Mulliken charge in e.
Atoms and positions in Å:
C: 1.10 -0.60 -3.37  -1.84
C: 1.33 -2.13 -3.67  1.90
C: -0.01 -2.81 -3.75  -1.69
C: 1.99 -2.28 -5.04  -1.46
C: 3.50 -1.91 -5.09  -0.63
C: 4.25 -2.72 -4.04  -1.48
C: 3.66 -2.60 -2.57  2.07
C: 4.36 -3.72 -1.81  -1.84
C: 3.93 -1.26 -1.86  -2.12
N: 2.18 -2.83 -2.69  -0.55
O: 1.61 -2.84 -1.40  1.37
H: 0.14 -0.31 -3.82  0.48
H: 1.02 -0.28 -2.34  0.05
H: 1.84 0.12 -3.73  0.31
H: 0.08 -3.87 -3.53  0.41
H: -0.73 -2.43 -3.02  0.04
H: -0.64 -2.66 -4.63  0.46
H: 2.03 -3.31 -5.40  0.38
H: 1.46 -1.63 -5.74  0.44
H: 3.91 -2.19 -6.06  0.43
H: 3.63 -0.83 -5.04  0.33
H: 5.29 -2.40 -3.98  0.42
H: 4.22 -3.77 -4.33  0.41
H: 5.43 -3.69 -2.00  0.45
H: 4.02 -4.71 -2.09  0.48
H: 4.25 -3.59 -0.73  0.05
H: 3.85 -0.37 -2.49  0.37
H: 4.90 -1.13 -1.39  0.75
H: 3.25 -1.10 -1.02  0.17
H: 1.31 -3.75 -1.36  -0.07
C: -4.53 7.16 -2.43  -1.76
C: -3.04 6.66 -2.57  1.41
C: -2.12 7.91 -2.61  -2.02
C: -2.56 5.90 -1.24  -1.42
C: -2.92 4.43 -1.25  0.17
C: -2.52 3.76 -2.61  0.20
C: -3.20 4.43 -3.83  1.62
C: -2.52 3.74 -5.12  -2.03
C: -4.65 4.13 -3.95  -1.90
N: -2.84 5.85 -3.81  0.55
O: -3.12 6.56 -4.97  -0.54
H: -4.92 7.61 -3.34  0.39
H: -5.20 6.41 -2.01  0.32
H: -4.61 8.03 -1.77  0.47
H: -1.07 7.62 -2.68  0.46
H: -2.41 8.50 -3.48  0.45
H: -2.28 8.45 -1.67  0.41
H: -1.50 6.14 -1.09  0.28
H: -3.03 6.30 -0.34  0.47
H: -2.34 3.88 -0.50  -0.26
H: -4.00 4.38 -1.18  0.53
H: -2.92 2.75 -2.58  -0.87
H: -1.46 3.68 -2.85  0.47
H: -2.75 4.32 -6.02  0.57
H: -2.85 2.70 -5.21  0.28
H: -1.43 3.80 -5.08  0.44
H: -5.06 4.45 -3.00  0.40
H: -4.83 3.09 -4.23  0.39
H: -5.10 4.63 -4.81  0.33
H: -2.38 6.39 -5.55  0.34
C: 2.98 4.94 0.00  -1.84
C: 2.30 3.54 0.09  2.00
C: 0.96 3.59 -0.65  -2.42
C: 3.10 2.52 -0.74  -0.33
C: 4.44 1.98 -0.18  -1.36
C: 4.10 1.47 1.19  -0.30
C: 3.36 2.37 2.13  1.55
C: 2.93 1.53 3.37  -1.77
C: 4.37 3.45 2.58  -2.10
N: 2.11 2.89 1.43  1.55
O: 1.29 3.72 2.20  -0.76
H: 3.02 5.27 -1.04  0.42
H: 2.53 5.65 0.69  0.41
H: 3.99 4.92 0.41  0.30
H: 1.05 3.76 -1.72  0.59
H: 0.40 2.66 -0.51  -0.08
H: 0.31 4.40 -0.31  0.60
H: 2.50 1.67 -1.06  -0.86
H: 3.43 2.88 -1.72  0.73
H: 4.83 1.29 -0.93  0.44
H: 5.20 2.76 -0.14  0.52
H: 4.94 1.00 1.71  0.71
H: 3.43 0.63 1.02  -0.68
H: 3.79 1.12 3.91  0.45
H: 2.31 0.72 2.98  -0.11
H: 2.42 2.19 4.07  0.60
H: 5.08 3.15 3.34  0.44
H: 3.78 4.16 3.16  0.41
H: 4.97 3.81 1.74  0.31
H: 0.54 3.14 2.37  0.34
C: -2.36 -2.59 2.70  0.03
O: -2.91 -3.60 1.88  -0.06
C: -4.32 -3.51 1.72  -0.91
C: -4.84 -4.71 0.86  0.16
C: -4.52 -4.52 -0.61  -0.62
N: -6.27 -4.85 0.95  -0.75
H: -2.66 -1.62 2.33  -0.13
H: -1.27 -2.71 2.71  -0.32
H: -2.78 -2.61 3.70  0.51
H: -4.84 -3.66 2.66  0.35
H: -4.69 -2.54 1.36  0.60
H: -4.40 -5.67 1.16  0.21
H: -4.67 -3.48 -0.90  -0.02
H: -5.13 -5.06 -1.34  0.47
H: -3.45 -4.65 -0.73  -0.10
H: -6.43 -4.58 1.91  0.30
H: -6.64 -4.13 0.34  0.29
C: -0.75 -4.79 0.54  -0.37
O: 0.46 -5.40 0.22  -0.61
C: 1.46 -5.27 1.24  -0.28
C: 1.21 -6.02 2.50  0.63
C: 2.38 -5.99 3.50  -0.94
N: 0.65 -7.34 2.33  -0.73
H: -1.32 -5.27 1.34  0.66
H: -1.39 -4.84 -0.35  -0.14
H: -0.67 -3.74 0.81  0.05
H: 2.43 -5.60 0.86  0.48
H: 1.60 -4.20 1.41  -0.01
H: 0.43 -5.45 3.01  -0.02
H: 3.20 -6.53 3.02  0.45
H: 2.12 -6.31 4.51  0.35
H: 2.69 -4.95 3.65  -0.18
H: 1.30 -8.03 1.98  0.30
H: 0.19 -7.22 1.44  0.31
C: -3.07 -0.13 -3.75  -0.51
O: -3.43 0.35 -2.46  -0.11
C: -3.73 -0.59 -1.50  -1.35
C: -3.90 0.04 -0.14  2.50
C: -5.01 1.16 -0.10  -1.37
N: -2.70 0.70 0.17  0.93
H: -2.63 -1.12 -3.66  0.35
H: -2.34 0.62 -4.07  -0.02
H: -3.90 -0.12 -4.45  0.21
H: -4.66 -1.04 -1.84  0.75
H: -2.94 -1.34 -1.49  0.56
H: -4.15 -0.80 0.52  -1.61
H: -4.68 1.98 -0.74  0.06
H: -5.24 1.61 0.86  0.35
H: -5.99 0.80 -0.42  0.44
H: -2.10 -0.08 -0.05  -0.53
H: -2.56 1.31 -0.63  -0.37
C: 1.85 -2.25 4.43  -0.61
O: 2.77 -2.13 3.37  0.68
C: 4.11 -2.35 3.84  -1.47
C: 5.26 -1.77 2.98  0.92
C: 4.99 -2.18 1.45  -1.51
N: 6.52 -2.23 3.49  -0.81
H: 2.26 -1.76 5.31  0.41
H: 1.67 -3.27 4.78  0.38
H: 0.84 -1.88 4.25  -0.46
H: 4.33 -1.98 4.84  0.43
H: 4.25 -3.43 3.85  0.37
H: 5.33 -0.69 3.06  0.20
H: 4.82 -3.25 1.40  0.43
H: 5.80 -1.91 0.77  0.50
H: 4.07 -1.71 1.12  0.11
H: 7.28 -1.60 3.28  0.29
H: 6.53 -2.29 4.50  0.26
C: -0.89 -0.80 6.27  -0.56
O: -1.40 0.33 5.61  -0.50
C: -0.99 0.64 4.25  0.75
C: -1.86 1.79 3.70  0.46
C: -3.38 1.62 3.63  -1.28
N: -1.40 2.36 2.42  0.07
H: 0.13 -0.50 6.48  0.28
H: -0.89 -1.67 5.62  0.14
H: -1.44 -1.01 7.18  0.30
H: 0.04 0.97 4.39  -0.01
H: -1.00 -0.26 3.63  -0.45
H: -1.70 2.53 4.48  0.24
H: -3.82 2.49 3.15  0.38
H: -3.84 1.48 4.60  0.45
H: -3.59 0.68 3.11  0.00
H: -2.01 3.05 2.02  0.22
H: -1.40 1.64 1.72  -0.49
C: 0.50 -0.47 0.67  1.21
O: -0.34 -0.88 -0.33  1.07
H: 0.86 -1.29 1.30  0.08
H: 1.35 0.09 0.28  -0.41
H: -0.05 0.18 1.35  -1.12
H: 0.21 -1.42 -0.91  -1.10

Values from the calculation:
Frontier orbital gap, eV: 8.6
Relative energy (zero: lowest compared OMol25 entry of this formula, charge and spin), kJ/mol: 0.0
Multiplicity: 1
HOMO level, eV: -8.005
SMILES: CC1(C)CCCC(C)(C)N1O.CC1(C)CCCC(C)(C)N1O.CC1(C)CCCC(C)(C)N1O.COC[C@H](C)N.COC[C@H](C)N.COC[C@H](C)N.COC[C@H](C)N.COC[C@H](C)N.CO
Electronic energy, a.u.: -3013.32582

2.
This record from the Open Molecules 2025 dataset describes 2 unconnected molecules or ions with the total composition CH4BrP. The level of theory is the ωB97M-V functional and the def2-TZVPD basis.

Last column: Mulliken charge in e.
Atoms and positions in Å:
C: -0.82 0.29 -0.33  -0.73
P: 0.01 -1.30 0.03  0.03
Br: 3.46 0.13 0.10  -0.17
H: -1.67 0.42 0.35  0.28
H: -1.18 0.32 -1.35  0.28
H: -0.12 1.11 -0.16  0.26
H: 0.32 -0.97 1.36  0.06

Values from the calculation:
Frontier orbital gap (alpha / beta), eV: 8.9 / 5.5
Relative energy (zero: lowest compared OMol25 entry of this formula, charge and spin), kJ/mol: 252.5
Multiplicity: 1
HOMO level (alpha / beta), eV: -10.523 / -8.832
Electronic energy, a.u.: -2955.77260

3.
This record from the Open Molecules 2025 dataset describes a molecular structure, C38H76O41S5 at a distorted geometry. The level of theory is the ωB97M-V functional and the def2-TZVPD basis.

Last column: Mulliken charge in e.
Atoms and positions in Å:
C: -1.22 -5.45 -21.49  -0.25
C: -0.07 -5.96 -20.61  -0.32
O: -0.07 -7.39 -20.65  -0.24
C: 0.60 -8.08 -19.75  0.71
O: 1.23 -7.63 -18.83  -0.55
O: 0.49 -9.36 -20.06  -0.35
C: 1.08 -10.30 -19.18  -0.65
H: -0.90 -4.50 -21.92  -0.08
H: -2.07 -5.23 -20.85  -0.08
H: -1.45 -6.13 -22.30  0.41
H: -0.19 -5.66 -19.57  0.37
H: 0.86 -5.57 -21.04  0.23
H: 0.86 -10.04 -18.15  0.31
H: 2.17 -10.31 -19.28  0.29
H: 0.71 -11.29 -19.44  0.23
C: 3.70 3.34 -27.41  -1.29
C: 3.12 2.20 -26.62  -0.15
O: 2.39 2.73 -25.50  -0.22
C: 1.28 2.07 -25.13  0.77
O: 0.66 1.30 -25.81  -0.63
O: 0.97 2.48 -23.91  -0.22
C: 0.00 1.70 -23.20  0.29
H: 4.17 4.11 -26.81  0.29
H: 2.91 3.75 -28.03  0.32
H: 4.41 2.94 -28.14  0.41
H: 3.90 1.54 -26.22  0.30
H: 2.45 1.56 -27.20  0.28
H: -0.87 2.30 -22.94  0.27
H: 0.38 1.49 -22.20  -0.14
H: -0.23 0.76 -23.69  -0.26
C: 1.95 0.92 -18.75  -1.27
C: 1.29 -0.43 -19.01  0.25
O: 0.30 -0.32 -20.02  0.10
C: -0.57 -1.28 -20.26  0.34
O: -0.64 -2.32 -19.62  -0.49
O: -1.36 -0.85 -21.22  0.15
C: -2.29 -1.72 -21.85  0.05
H: 1.14 1.63 -18.58  0.13
H: 2.46 1.17 -19.68  0.03
H: 2.62 0.78 -17.91  0.58
H: 0.94 -0.86 -18.06  -0.34
H: 2.02 -1.16 -19.38  0.53
H: -3.13 -1.25 -22.34  0.24
H: -2.65 -2.52 -21.20  -0.20
H: -1.66 -2.25 -22.58  -0.13
C: 3.91 3.18 -21.94  -0.39
C: 3.84 4.58 -22.54  -0.28
O: 4.98 5.35 -22.12  -0.28
C: 4.80 6.66 -22.05  0.75
O: 3.80 7.27 -22.29  -0.57
O: 5.96 7.20 -21.66  -0.33
C: 6.04 8.60 -21.52  -0.68
H: 4.12 3.27 -20.87  -0.04
H: 4.80 2.70 -22.35  0.38
H: 2.93 2.76 -22.13  0.03
H: 2.89 5.05 -22.28  0.42
H: 3.91 4.55 -23.63  0.16
H: 5.14 9.13 -21.84  0.34
H: 6.85 9.03 -22.11  0.25
H: 6.19 8.84 -20.47  0.24
C: -0.41 -2.04 -25.21  -0.64
C: -0.03 -2.15 -26.68  -0.56
O: 0.75 -3.34 -26.83  -0.21
C: 1.16 -3.70 -28.03  0.75
O: 0.78 -3.26 -29.08  -0.58
O: 2.06 -4.67 -27.88  -0.33
C: 2.65 -5.22 -29.06  -0.64
H: -1.22 -2.72 -24.95  0.41
H: -0.70 -1.02 -24.98  0.03
H: 0.48 -2.33 -24.64  0.36
H: 0.51 -1.26 -27.00  0.27
H: -0.93 -2.28 -27.29  0.28
H: 2.12 -6.14 -29.30  0.25
H: 3.67 -5.47 -28.80  0.22
H: 2.58 -4.50 -29.87  0.35
C: -4.23 -3.46 -18.60  -0.63
C: -5.23 -4.00 -19.60  -0.49
O: -4.56 -4.71 -20.65  -0.15
C: -5.15 -5.77 -21.16  0.64
O: -6.15 -6.30 -20.75  -0.59
O: -4.48 -6.14 -22.25  -0.19
C: -4.81 -7.39 -22.83  -0.81
H: -3.72 -4.24 -18.05  0.33
H: -4.71 -2.85 -17.84  0.45
H: -3.50 -2.82 -19.11  -0.11
H: -5.82 -3.22 -20.10  0.23
H: -5.88 -4.68 -19.06  0.40
H: -4.30 -8.21 -22.34  0.29
H: -4.59 -7.36 -23.90  0.24
H: -5.89 -7.56 -22.78  0.37
C: 4.03 3.45 -17.69  -0.40
C: 4.71 3.78 -16.37  -0.35
O: 5.26 2.57 -15.81  -0.32
C: 6.47 2.19 -16.18  0.72
O: 7.29 2.86 -16.77  -0.60
O: 6.64 0.93 -15.78  -0.27
C: 7.87 0.33 -16.16  -0.69
H: 4.49 2.63 -18.25  0.30
H: 3.95 4.35 -18.31  0.43
H: 3.07 2.98 -17.48  -0.09
H: 3.97 4.05 -15.63  0.09
H: 5.47 4.55 -16.45  0.39
H: 7.98 0.34 -17.24  0.30
H: 7.91 -0.68 -15.78  0.21
H: 8.70 0.86 -15.67  0.34
C: -5.60 -2.10 -27.55  -0.33
C: -6.73 -1.08 -27.47  -0.29
O: -6.25 -0.14 -26.49  -0.33
S: -4.73 -0.39 -26.04  1.05
O: -4.65 -1.12 -24.81  -0.43
O: -4.02 0.84 -26.10  -0.55
O: -4.41 -1.34 -27.33  -0.27
H: -5.49 -2.59 -28.52  0.33
H: -5.69 -2.91 -26.83  0.27
H: -7.62 -1.53 -27.03  0.26
H: -6.99 -0.54 -28.38  0.28
C: -0.17 6.41 -15.14  -0.42
C: 0.76 5.65 -14.21  -0.27
O: 0.41 4.27 -14.42  -0.30
S: -0.34 4.06 -15.85  0.93
O: -1.74 3.85 -15.60  -0.65
O: 0.34 3.18 -16.74  -0.09
O: -0.11 5.58 -16.30  -0.36
H: 0.18 7.39 -15.43  0.34
H: -1.17 6.41 -14.71  0.28
H: 0.60 5.85 -13.15  0.31
H: 1.81 5.78 -14.45  0.19
C: -4.40 1.03 -18.19  -0.18
C: -4.20 2.43 -17.57  -0.28
O: -3.21 3.06 -18.39  -0.39
S: -2.25 1.94 -19.06  0.78
O: -1.36 1.44 -18.06  0.03
O: -1.75 2.49 -20.27  -0.64
O: -3.52 0.97 -19.30  -0.26
H: -5.41 0.92 -18.60  0.33
H: -4.22 0.23 -17.47  0.13
H: -3.80 2.43 -16.56  0.19
H: -5.09 3.04 -17.64  0.33
C: 2.49 -3.72 -18.68  0.33
C: 3.23 -4.85 -17.98  -0.17
O: 4.19 -4.19 -17.13  -0.35
S: 4.52 -2.67 -17.65  1.01
O: 5.89 -2.62 -18.04  -0.60
O: 3.97 -1.66 -16.81  -0.34
O: 3.58 -2.84 -18.96  -0.43
H: 1.72 -3.23 -18.09  -0.23
H: 2.10 -3.99 -19.66  0.16
H: 3.73 -5.51 -18.68  0.31
H: 2.58 -5.41 -17.31  0.30
C: -1.09 -1.03 -16.05  0.07
C: -0.72 -2.29 -15.25  -0.29
O: 0.06 -1.88 -14.16  -0.44
S: 0.59 -0.35 -14.31  1.32
O: 2.01 -0.31 -14.33  -0.50
O: -0.13 0.42 -13.35  -0.60
O: 0.01 -0.16 -15.78  -0.18
H: -2.01 -0.57 -15.69  0.19
H: -1.16 -1.24 -17.11  -0.11
H: -0.24 -3.10 -15.82  0.18
H: -1.65 -2.81 -14.98  0.35

Values from the calculation:
Frontier orbital gap, eV: 10.4
Relative energy (zero: lowest compared OMol25 entry of this formula, charge and spin), kJ/mol: 0.0
Multiplicity: 1
HOMO level, eV: -10.229
Electronic energy, a.u.: -6569.22263

4.
This record from the Open Molecules 2025 dataset describes 2 unconnected molecules or ions with the total composition C6H12O at a distorted geometry. The level of theory is the ωB97M-V functional and the def2-TZVPD basis.

Last column: Mulliken charge in e.
Atoms and positions in Å:
C: -0.50 1.77 1.30  -0.96
C: -0.84 -0.68 1.49  -0.79
C: 0.30 -0.97 0.80  -0.17
C: 0.26 -1.61 -0.56  -0.64
C: 0.28 -0.59 -1.74  -0.57
C: 0.54 0.83 -1.23  -0.16
O: 1.58 0.92 -0.44  -0.52
H: 0.55 1.54 1.11  0.43
H: -0.94 2.60 0.76  0.31
H: -0.89 1.66 2.31  0.32
H: -0.80 -0.45 2.55  0.46
H: -1.81 -0.97 1.10  0.24
H: 1.27 -0.77 1.24  0.35
H: 1.12 -2.28 -0.63  0.29
H: -0.64 -2.22 -0.63  0.30
H: -0.64 -0.66 -2.33  0.36
H: 1.12 -0.86 -2.40  0.28
H: 0.50 1.56 -2.08  0.42
H: -0.44 1.15 -0.61  0.06

Values from the calculation:
Frontier orbital gap (alpha / beta), eV: 6.5 / 9.1
Relative energy (zero: lowest compared OMol25 entry of this formula, charge and spin), kJ/mol: 595.5
Multiplicity: 1
HOMO level (alpha / beta), eV: -7.979 / -9.291
Electronic energy, a.u.: -310.83246

Q: Which of these has the highest relative energy (zero: lowest compared OMol25 entry of this formula, charge and spin)?
A: C6H12O

Q: What is the multiplicity in the third record?
A: 1